# 1
Below is a single C4H7NO2 molecule at a distorted geometry, with properties calculated with the ωB97M-V functional and the def2-TZVPD basis.

Properties
LUMO (spin up / spin down) = -0.17 / -0.17 eV
Relative energy (zero: lowest compared OMol25 entry of this formula, charge and spin) = 579.5 kJ/mol

The geometry in ORCA input format:
```
! wB97M-V def2-TZVPD RIJCOSX def2/J DEFGRID3
* xyz 0 1
O -1.84 0.10 -1.38
N -0.51 0.14 -1.94
C 0.23 -0.16 -0.94
C 0.91 0.96 -0.19
C 0.97 0.10 1.08
C 0.12 -0.99 0.35
O -1.13 -1.31 0.89
H -1.70 0.85 -0.75
H -0.08 1.51 -0.07
H 1.62 1.67 -0.58
H 0.45 0.54 1.93
H 1.97 -0.23 1.37
H 0.71 -1.91 0.23
H -1.78 -1.04 0.22
*
```

# 2
Below is a single C4H7NO2 molecule, with properties calculated with the ωB97M-V functional and the def2-TZVPD basis.

Properties
LUMO = 1.00 eV
Relative energy (zero: lowest compared OMol25 entry of this formula, charge and spin) = 349.7 kJ/mol

The geometry in ORCA input format:
```
! wB97M-V def2-TZVPD RIJCOSX def2/J DEFGRID3
* xyz 0 1
C -1.36 -1.11 -0.31
C -0.39 0.04 -0.10
N -0.69 1.07 0.59
O -1.98 0.97 1.10
C 1.02 -0.07 -0.60
C 2.19 0.59 -0.02
O 1.88 -0.75 0.31
H -2.32 -0.74 -0.68
H -0.97 -1.86 -0.99
H -1.58 -1.59 0.65
H -2.09 1.81 1.58
H 1.12 -0.39 -1.65
H 3.09 0.68 -0.63
H 2.07 1.35 0.75
*
```

# 3
Below is a single C4H7NO2 molecule, with properties calculated with the ωB97M-V functional and the def2-TZVPD basis.

Properties
LUMO = 0.94 eV
Relative energy (zero: lowest compared OMol25 entry of this formula, charge and spin) = 146.3 kJ/mol

The geometry in ORCA input format:
```
! wB97M-V def2-TZVPD RIJCOSX def2/J DEFGRID3
* xyz 0 1
O 0.69 2.11 -0.09
C 0.59 0.91 -0.18
C 0.32 0.08 -1.44
N -0.20 -1.15 -0.86
C -0.77 -0.77 0.42
C 0.43 -0.02 1.02
O 0.20 0.63 2.22
H -0.39 0.63 -2.08
H 1.24 -0.06 -2.01
H -0.73 -1.74 -1.47
H -1.25 -1.56 0.99
H -1.57 0.01 0.38
H 1.34 -0.64 1.08
H 0.10 1.57 2.01
*
```